[1]
Below is C28H37BCl3F4IrN3O6SeSi as an isolated structure in a non-equilibrium geometry, with properties calculated with the ωB97M-V functional and the def2-TZVPD basis.

Values from the calculation:
Spin multiplicity ... 2
Strongest force on any atom ... 1.07 eV/Å
Gap between HOMO and LUMO (spin up / spin down) ... 7.3 / 7.4 eV
ΔE to the lowest compared entry with this formula, charge and spin ... 8.4 kcal per mole
HOMO energy (spin up / spin down) ... -0.306 / -0.312 Ha
DFT total energy ... -171573.0456 eV

CARTESIAN COORDINATES (ANGSTROEM)
Ir (0.247, -0.063, 1.886)
O (1.921, 0.436, 2.903)
C (1.826, 0.978, 4.027)
C (0.750, 1.781, 4.477)
C (0.837, 2.306, 5.783)
C (-0.122, 3.151, 6.244)
C (-1.216, 3.520, 5.433)
C (-1.318, 3.036, 4.166)
C (-0.343, 2.147, 3.623)
O (-0.505, 1.771, 2.409)
N (-0.015, 3.692, 7.598)
O (0.950, 3.369, 8.263)
O (-0.901, 4.433, 7.976)
H (2.697, 0.866, 4.677)
H (1.672, 2.044, 6.420)
H (-1.965, 4.184, 5.841)
H (-2.149, 3.300, 3.527)
C (4.987, -1.058, -1.248)
C (4.196, -2.123, -2.001)
C (3.689, -3.245, -1.099)
C (2.539, -2.844, -0.179)
N (1.363, -2.423, -0.938)
C (0.856, -1.183, -1.037)
Se (1.539, 0.359, -0.176)
N (-0.206, -1.211, -1.855)
C (-1.013, -0.059, -2.261)
C (-0.347, 0.820, -3.309)
C (-0.124, 0.171, -4.677)
C (1.147, -0.671, -4.771)
C (-0.412, -2.515, -2.278)
C (-1.394, -3.081, -3.083)
C (-1.325, -4.444, -3.279)
C (-0.321, -5.224, -2.683)
C (0.647, -4.662, -1.879)
C (0.587, -3.284, -1.698)
H (5.371, -0.300, -1.930)
H (5.839, -1.507, -0.734)
H (4.373, -0.550, -0.504)
H (4.830, -2.561, -2.775)
H (3.354, -1.665, -2.530)
H (4.506, -3.595, -0.462)
H (3.382, -4.099, -1.706)
H (2.809, -2.021, 0.479)
H (2.225, -3.676, 0.452)
H (-1.250, 0.515, -1.367)
H (-1.949, -0.471, -2.634)
H (0.603, 1.194, -2.916)
H (-0.995, 1.694, -3.412)
H (-0.064, 0.964, -5.426)
H (-0.996, -0.433, -4.947)
H (2.021, -0.071, -4.506)
H (1.295, -1.041, -5.786)
H (1.125, -1.539, -4.112)
H (-2.190, -2.491, -3.511)
H (-2.074, -4.928, -3.891)
H (-0.316, -6.293, -2.849)
H (1.404, -5.268, -1.401)
F (-1.494, -0.604, 0.941)
B (-2.263, -1.921, 0.659)
F (-3.086, -2.101, 1.727)
F (-1.284, -2.888, 0.550)
F (-2.906, -1.671, -0.528)
C (-1.409, 4.775, -2.370)
Si (-2.533, 3.851, -1.191)
C (-3.386, 5.094, -0.076)
C (-3.837, 2.899, -2.143)
C (-1.535, 2.682, -0.171)
H (-1.935, 5.611, -2.836)
H (-1.035, 4.131, -3.167)
H (-0.544, 5.181, -1.840)
H (-3.996, 5.790, -0.657)
H (-2.657, 5.677, 0.490)
H (-4.040, 4.589, 0.637)
H (-4.284, 3.517, -2.925)
H (-4.639, 2.569, -1.481)
H (-3.418, 2.011, -2.620)
H (-1.986, 1.865, 0.379)
H (-0.488, 2.836, 0.057)
Cl (0.584, -4.754, 3.105)
C (0.061, -3.370, 4.056)
Cl (-1.555, -3.625, 4.684)
Cl (1.211, -3.086, 5.391)
C (0.097, -2.088, 3.219)
O (0.826, -2.030, 2.189)
O (-0.543, -1.072, 3.591)

[2]
Below is C30H75O20P5Tl as an isolated structure in a non-equilibrium geometry, with properties calculated with the ωB97M-V functional and the def2-TZVPD basis.

Values from the calculation:
Strongest force on any atom ... 3.68 eV/Å
Gap between HOMO and LUMO ... 9.0 eV
ΔE to the lowest compared entry with this formula, charge and spin ... 0.0 kcal per mole
Total charge ... +3
HOMO energy ... -0.637 Ha
DFT total energy ... -124402.8921 eV

CARTESIAN COORDINATES (ANGSTROEM)
Tl (0.109, 0.008, -0.313)
C (0.900, -5.340, 3.187)
C (2.114, -4.508, 3.061)
O (1.838, -3.156, 2.524)
P (2.221, -2.458, 1.181)
O (1.306, -1.373, 0.774)
O (3.698, -1.892, 1.253)
C (4.840, -2.475, 2.028)
C (5.500, -1.242, 2.633)
O (2.201, -3.427, -0.014)
C (0.839, -3.818, -0.324)
C (0.860, -5.110, -1.069)
H (0.125, -4.842, 3.812)
H (0.548, -5.683, 2.261)
H (1.104, -6.275, 3.747)
H (2.486, -4.225, 4.040)
H (2.824, -4.959, 2.363)
H (4.446, -3.189, 2.735)
H (5.440, -3.041, 1.267)
H (4.703, -0.735, 3.173)
H (6.257, -1.541, 3.364)
H (5.892, -0.613, 1.835)
H (0.258, -3.985, 0.591)
H (0.413, -2.981, -0.892)
H (0.957, -5.930, -0.392)
H (-0.166, -5.175, -1.414)
H (1.603, -5.212, -1.914)
C (3.514, -2.854, -4.273)
C (2.781, -1.904, -3.356)
O (3.186, -0.521, -3.520)
P (3.091, 0.462, -2.362)
O (1.709, 0.508, -1.773)
O (4.174, 0.094, -1.287)
C (5.572, 0.396, -1.379)
C (5.921, 1.515, -0.410)
O (3.653, 1.752, -3.002)
C (2.904, 2.847, -3.614)
C (1.854, 3.319, -2.573)
H (2.836, -3.495, -4.829)
H (4.228, -2.369, -4.931)
H (4.132, -3.494, -3.636)
H (1.675, -1.930, -3.574)
H (2.852, -2.116, -2.269)
H (6.097, -0.535, -1.052)
H (5.897, 0.653, -2.389)
H (5.320, 2.326, -0.792)
H (5.706, 1.300, 0.620)
H (6.980, 1.731, -0.533)
H (3.683, 3.570, -3.729)
H (2.572, 2.595, -4.594)
H (1.679, 4.430, -2.745)
H (0.907, 2.827, -2.688)
H (2.277, 3.085, -1.575)
C (-4.290, -0.265, -4.223)
C (-4.644, -0.649, -2.800)
O (-3.321, -0.599, -2.136)
P (-2.799, -1.615, -1.072)
O (-1.360, -1.364, -0.767)
O (-3.648, -1.443, 0.225)
C (-3.659, -2.249, 1.572)
C (-5.105, -2.514, 1.963)
O (-2.807, -3.051, -1.654)
C (-3.708, -4.205, -1.505)
C (-2.865, -5.396, -1.184)
H (-3.781, -1.082, -4.786)
H (-5.211, -0.092, -4.750)
H (-3.579, 0.609, -4.220)
H (-5.139, 0.200, -2.399)
H (-5.196, -1.596, -2.636)
H (-2.989, -3.078, 1.435)
H (-3.216, -1.557, 2.295)
H (-5.550, -1.492, 2.044)
H (-5.660, -3.165, 1.245)
H (-5.117, -2.967, 2.938)
H (-4.507, -3.988, -0.831)
H (-4.208, -4.299, -2.463)
H (-2.187, -5.202, -0.380)
H (-3.527, -6.277, -1.023)
H (-2.215, -5.553, -2.068)
C (0.764, 4.320, 1.474)
C (0.675, 3.924, 2.935)
O (1.046, 2.399, 3.123)
P (0.098, 1.175, 2.983)
O (-0.436, 0.917, 1.588)
O (1.087, 0.059, 3.434)
C (1.921, 0.170, 4.652)
C (1.557, -1.023, 5.601)
O (-1.087, 1.485, 4.019)
C (-1.956, 0.541, 4.540)
C (-3.338, 0.686, 4.026)
H (1.216, 5.292, 1.259)
H (1.268, 3.530, 0.859)
H (-0.257, 4.367, 1.018)
H (1.397, 4.318, 3.634)
H (-0.346, 4.166, 3.306)
H (2.965, 0.379, 4.277)
H (1.605, 1.132, 5.170)
H (2.395, -1.114, 6.303)
H (0.695, -0.602, 6.126)
H (1.409, -1.932, 5.087)
H (-1.529, -0.458, 4.359)
H (-2.044, 0.784, 5.555)
H (-3.796, 1.693, 4.007)
H (-3.536, 0.318, 2.995)
H (-3.930, 0.057, 4.677)
C (-2.766, 3.140, 1.258)
C (-3.583, 2.253, 0.316)
O (-3.339, 2.595, -1.025)
P (-1.880, 2.845, -1.602)
O (-0.786, 1.885, -1.202)
O (-2.308, 2.809, -3.122)
C (-1.692, 3.640, -4.179)
C (-2.772, 4.066, -5.152)
O (-1.263, 4.226, -1.383)
C (-1.768, 5.588, -1.385)
C (-0.701, 6.621, -0.991)
H (-1.704, 2.915, 1.286)
H (-2.923, 4.155, 0.940)
H (-3.156, 2.946, 2.234)
H (-3.595, 1.194, 0.508)
H (-4.617, 2.474, 0.516)
H (-1.224, 4.466, -3.585)
H (-0.877, 3.053, -4.543)
H (-3.611, 4.210, -4.494)
H (-2.539, 4.972, -5.704)
H (-2.868, 3.278, -5.927)
H (-2.209, 5.783, -2.391)
H (-2.658, 5.533, -0.718)
H (0.035, 6.718, -1.775)
H (-1.199, 7.557, -0.805)
H (-0.070, 6.374, -0.133)

[3]
Below is C36H46N7OPSiTl as an isolated structure, with properties calculated with the ωB97M-V functional and the def2-TZVPD basis.

Values from the calculation:
Strongest force on any atom ... 0.41 eV/Å
Gap between HOMO and LUMO ... 7.3 eV
ΔE to the lowest compared entry with this formula, charge and spin ... 4.6 kcal per mole
Total charge ... +1
HOMO energy ... -0.343 Ha
DFT total energy ... -72411.1347 eV

CARTESIAN COORDINATES (ANGSTROEM)
Tl (-0.300, -0.699, 0.340)
C (3.245, 4.822, 0.381)
C (2.747, 3.457, -0.025)
C (2.067, 3.270, -1.230)
C (1.614, 2.020, -1.605)
C (1.830, 0.891, -0.810)
N (1.310, -0.382, -1.132)
C (1.769, -1.053, -2.237)
C (2.727, -0.465, -3.091)
C (3.234, -1.096, -4.205)
C (2.836, -2.386, -4.547)
C (3.415, -3.111, -5.735)
C (1.927, -2.995, -3.707)
C (1.386, -2.370, -2.582)
N (0.455, -3.163, -1.806)
C (-0.085, -4.345, -2.185)
C (-0.761, -4.876, -1.113)
C (-0.603, -3.933, -0.101)
N (0.124, -2.903, -0.518)
C (2.508, 1.086, 0.396)
C (2.943, 2.350, 0.783)
N (2.786, -0.008, 1.281)
C (3.927, -0.196, 1.984)
C (3.766, -1.328, 2.743)
C (2.472, -1.775, 2.433)
N (1.888, -0.980, 1.551)
H (4.028, 5.163, -0.300)
H (2.441, 5.560, 0.347)
H (3.657, 4.813, 1.389)
H (1.882, 4.122, -1.876)
H (1.076, 1.893, -2.538)
H (3.086, 0.526, -2.848)
H (3.969, -0.583, -4.814)
H (3.822, -2.405, -6.458)
H (4.227, -3.778, -5.435)
H (2.663, -3.716, -6.243)
H (1.662, -4.019, -3.927)
H (0.033, -4.742, -3.176)
H (-1.291, -5.814, -1.076)
H (-1.008, -3.928, 0.896)
H (3.423, 2.469, 1.748)
H (4.767, 0.470, 1.875)
H (4.487, -1.780, 3.402)
H (1.950, -2.650, 2.790)
C (-4.495, -2.791, -1.248)
C (-3.235, -1.980, -1.397)
O (-2.557, -1.685, -0.410)
N (-2.928, -1.592, -2.647)
C (-1.730, -0.840, -3.005)
C (-1.840, 0.635, -2.716)
C (-2.162, 1.546, -3.708)
C (-2.282, 2.888, -3.374)
C (-2.081, 3.264, -2.058)
C (-1.746, 2.288, -1.132)
N (-1.619, 0.999, -1.448)
H (-4.425, -3.385, -0.341)
H (-4.663, -3.446, -2.102)
H (-5.350, -2.119, -1.152)
H (-3.570, -1.836, -3.381)
H (-1.536, -1.012, -4.061)
H (-0.889, -1.237, -2.445)
H (-2.311, 1.210, -4.727)
H (-2.527, 3.622, -4.131)
H (-2.168, 4.297, -1.747)
H (-1.547, 2.543, -0.097)
C (-2.279, -3.515, 3.089)
P (-1.638, -1.866, 2.615)
C (-0.756, -1.388, 4.141)
C (-3.167, -0.868, 2.674)
H (-2.878, -3.433, 3.997)
H (-1.450, -4.200, 3.275)
H (-2.901, -3.928, 2.292)
H (-1.456, -1.321, 4.976)
H (-0.261, -0.428, 4.000)
H (-0.002, -2.142, 4.373)
H (-3.535, -0.807, 3.699)
H (-3.920, -1.339, 2.044)
H (-2.974, 0.136, 2.299)
C (-1.301, 2.665, 5.177)
Si (-0.719, 3.345, 3.546)
C (0.956, 4.136, 3.690)
C (-1.970, 4.509, 2.807)
C (-0.589, 1.923, 2.371)
C (-0.548, 1.003, 1.579)
H (-1.379, 3.454, 5.931)
H (-0.608, 1.908, 5.553)
H (-2.287, 2.204, 5.069)
H (0.927, 5.002, 4.357)
H (1.308, 4.470, 2.711)
H (1.683, 3.425, 4.091)
H (-2.126, 5.388, 3.439)
H (-2.932, 4.005, 2.685)
H (-1.639, 4.857, 1.825)

[4]
Below is one molecule with the formula C3H4O2S2 in a non-equilibrium geometry, with properties calculated with the ωB97M-V functional and the def2-TZVPD basis.

Values from the calculation:
Strongest force on any atom ... 3.32 eV/Å
Gap between HOMO and LUMO ... 7.7 eV
ΔE to the lowest compared entry with this formula, charge and spin ... 36.6 kcal per mole
SMILES string ... OC1=C(O)SCS1
HOMO energy ... -0.273 Ha
DFT total energy ... -28939.4659 eV

CARTESIAN COORDINATES (ANGSTROEM)
C (-0.486, 0.131, 0.762)
C (0.322, -0.736, 0.172)
C (0.517, 1.244, -1.543)
O (-1.256, 0.002, 1.813)
O (0.497, -2.061, 0.548)
S (-0.473, 1.760, -0.069)
S (1.321, -0.390, -1.165)
H (-0.125, 0.946, -2.386)
H (1.293, 1.958, -1.545)
H (-1.911, -0.743, 1.899)
H (0.301, -2.110, 1.514)